{"formula": "C65H69Cl3O2P3PtSi5", "method": "ωB97M-V with the def2-TZVPD basis set", "species": ["Pt", "C", "C", "C", "C", "C", "C", "P", "C", "C", "C", "C", "C", "C", "C", "C", "C", "C", "C", "C", "Si", "C", "C", "C", "C", "C", "C", "P", "C", "C", "C", "C", "C", "C", "C", "C", "C", "C", "C", "C", "C", "C", "C", "C", "C", "C", "P", "C", "C", "C", "C", "C", "C", "C", "C", "C", "C", "C", "C", "H", "H", "H", "H", "H", "H", "H", "H", "H", "H", "H", "H", "H", "H", "H", "H", "H", "H", "H", "H", "H", "H", "H", "H", "H", "H", "H", "H", "H", "H", "H", "H", "H", "H", "H", "H", "H", "H", "H", "H", "H", "H", "C", "Si", "C", "C", "Si", "Si", "C", "C", "C", "Si", "C", "C", "C", "H", "H", "H", "H", "H", "H", "H", "H", "H", "H", "H", "H", "H", "H", "H", "H", "H", "H", "H", "H", "H", "H", "H", "H", "H", "H", "H", "Cl", "C", "Cl", "Cl", "C", "O", "O"], "xyz": [[0.856, 0.267, 0.027], [-0.484, 2.209, -5.916], [-1.566, 1.427, -5.538], [-1.693, 0.994, -4.226], [-0.741, 1.349, -3.271], [0.361, 2.103, -3.670], [0.486, 2.539, -4.980], [-0.918, 0.835, -1.527], [-2.114, -0.526, -1.659], [-1.641, -1.828, -1.786], [-2.522, -2.869, -2.053], [-3.880, -2.619, -2.163], [-4.361, -1.322, -2.011], [-3.482, -0.281, -1.769], [-1.801, 2.221, -0.720], [-2.594, 3.083, -1.467], [-3.229, 4.161, -0.858], [-3.045, 4.392, 0.495], [-2.239, 3.538, 1.239], [-1.620, 2.435, 0.653], [-0.509, 1.353, 1.723], [0.677, 2.509, 2.607], [0.311, 3.164, 3.788], [1.216, 3.941, 4.494], [2.520, 4.073, 4.035], [2.899, 3.451, 2.857], [1.978, 2.683, 2.152], [2.385, 2.049, 0.494], [2.173, 3.637, -0.400], [1.000, 3.908, -1.077], [0.753, 5.158, -1.632], [1.697, 6.160, -1.506], [2.879, 5.909, -0.813], [3.115, 4.665, -0.260], [4.181, 1.800, 0.452], [4.897, 2.217, -0.673], [6.278, 2.110, -0.704], [6.953, 1.553, 0.374], [6.242, 1.092, 1.473], [4.860, 1.210, 1.517], [-1.336, 0.443, 3.139], [-0.548, 0.249, 4.286], [-1.088, -0.268, 5.450], [-2.432, -0.624, 5.494], [-3.213, -0.488, 4.359], [-2.678, 0.030, 3.181], [-3.648, 0.118, 1.635], [-4.875, 1.426, 1.974], [-5.829, 1.683, 0.985], [-6.728, 2.729, 1.115], [-6.678, 3.552, 2.235], [-5.732, 3.313, 3.219], [-4.835, 2.258, 3.089], [-4.617, -1.428, 1.750], [-5.984, -1.503, 1.990], [-6.621, -2.737, 2.060], [-5.896, -3.906, 1.895], [-4.528, -3.839, 1.651], [-3.895, -2.609, 1.571], [-0.393, 2.551, -6.939], [-2.316, 1.147, -6.266], [-2.539, 0.377, -3.955], [1.142, 2.342, -2.967], [1.344, 3.132, -5.268], [-0.582, -2.030, -1.671], [-2.146, -3.877, -2.177], [-4.569, -3.430, -2.358], [-5.423, -1.125, -2.084], [-3.858, 0.730, -1.670], [-2.721, 2.927, -2.532], [-3.852, 4.820, -1.447], [-3.522, 5.238, 0.974], [-2.090, 3.745, 2.293], [-0.692, 3.046, 4.182], [0.911, 4.426, 5.412], [3.239, 4.663, 4.589], [3.913, 3.572, 2.495], [0.252, 3.141, -1.150], [-0.179, 5.337, -2.153], [1.518, 7.136, -1.935], [3.616, 6.693, -0.697], [4.034, 4.498, 0.285], [4.383, 2.658, -1.516], [6.824, 2.455, -1.572], [8.032, 1.473, 0.355], [6.764, 0.647, 2.311], [4.313, 0.862, 2.382], [0.504, 0.504, 4.264], [-0.460, -0.399, 6.322], [-2.862, -1.021, 6.404], [-4.252, -0.798, 4.380], [-5.871, 1.053, 0.103], [-7.465, 2.907, 0.343], [-7.375, 4.373, 2.337], [-5.690, 3.948, 4.095], [-4.100, 2.086, 3.866], [-6.563, -0.596, 2.131], [-7.685, -2.781, 2.256], [-6.392, -4.866, 1.956], [-3.957, -4.750, 1.521], [-2.830, -2.556, 1.373], [5.775, -1.325, -1.130], [4.507, -2.305, -0.178], [4.495, -4.042, -0.861], [5.016, -2.365, 1.610], [2.413, -1.404, -0.806], [0.509, -5.293, -0.350], [-1.306, -5.501, -0.061], [1.457, -6.721, 0.342], [0.941, -5.016, -2.119], [2.457, -1.303, -3.200], [0.852, -1.511, -4.100], [3.617, -2.565, -3.936], [3.207, 0.404, -3.482], [6.777, -1.694, -0.881], [5.736, -0.273, -0.868], [5.649, -1.405, -2.208], [5.492, -4.465, -0.699], [4.284, -4.082, -1.928], [3.773, -4.682, -0.344], [4.420, -1.720, 2.247], [6.061, -2.051, 1.673], [4.937, -3.387, 1.989], [-1.489, -5.868, 0.953], [-1.710, -6.242, -0.757], [-1.863, -4.570, -0.191], [2.411, -6.432, 0.788], [1.667, -7.435, -0.460], [0.872, -7.239, 1.104], [0.689, -5.894, -2.719], [2.016, -4.842, -2.224], [0.404, -4.155, -2.530], [0.619, -2.572, -4.232], [0.976, -1.060, -5.091], [-0.002, -1.038, -3.633], [3.195, -3.574, -3.921], [4.597, -2.596, -3.471], [3.753, -2.275, -4.984], [2.778, 0.857, -4.382], [3.033, 1.084, -2.650], [4.288, 0.318, -3.625], [2.083, -0.607, 2.097], [0.171, -3.632, 2.652], [-0.959, -3.027, 3.719], [1.351, -4.688, 3.231], [0.148, -3.163, 1.258], [-0.569, -2.257, 0.894], [0.955, -3.802, 0.410]], "fmax_ev_per_a": 1.17, "orbital_gap_ha": [0.2050, 0.1946], "spin_multiplicity": 5, "total_charge": 1, "lumo_energy_ha": [-0.10019, -0.16379]}